No. 1
ORCA calculation (wB97M-V/def2-TZVPD) on a 2-piece molecular cluster, C6H12Si overall in a non-equilibrium geometry.

Spin multiplicity ... 1
Energy above the lowest of the compared OMol25 structures with the same formula, charge and spin ... 5.3116 eV
HOMO energy ... -8.35 eV
Lowest unoccupied orbital energy ... 0.4 eV

```
19
Properties=species:S:1:pos:R:3:forces:R:3
C 0.41072 -2.43532 2.04273 0.6 -1.8 2.4
C 0.72017 -1.61863 1.08003 0.6 0.0 -2.8
C 0.14426 0.96790 1.04388 1.5 0.2 1.2
C -0.17627 -0.52399 0.74621 -3.2 2.3 0.2
C 1.35854 0.52308 -2.03217 -0.9 2.9 1.1
C -1.76979 1.49317 -1.34917 2.2 0.2 1.4
Si -0.12202 0.72777 -0.80362 0.0 -0.9 1.6
H 1.03271 -3.28385 2.44407 -0.8 0.9 -0.9
H -0.49447 -2.16263 2.57961 0.1 -0.3 0.2
H 1.48875 -1.87515 0.26670 -0.7 0.5 1.6
H -0.64520 1.45665 1.61740 -0.1 0.0 -0.6
H 1.06072 1.17989 1.68589 -0.7 -0.4 -1.3
H -1.76601 -0.60518 1.69303 3.0 -0.4 -2.1
H 1.34865 1.41172 -2.78036 0.4 -1.7 1.2
H 2.27648 0.38667 -1.46147 0.2 0.9 0.1
H 1.30366 -0.40955 -2.46212 -0.7 -2.0 -1.8
H -2.47225 1.25340 -0.56284 0.0 0.8 0.6
H -1.53205 2.53383 -1.60803 -0.7 -0.2 0.4
H -2.16659 0.98024 -2.13975 -0.8 -1.1 -2.6
```
Positions in Å, forces in eV/Å.

Charges computed using Mulliken, reported in e: atom 1 (C): -0.712, atom 2 (C): -0.050, atom 3 (C): -0.739, atom 4 (C): -0.045, atom 5 (C): -1.079, atom 6 (C): -1.040, atom 7 (Si): 0.314, atom 8 (H): 0.255, atom 9 (H): 0.206, atom 10 (H): 0.168, atom 11 (H): 0.327, atom 12 (H): 0.302, atom 13 (H): 0.076, atom 14 (H): 0.240, atom 15 (H): 0.352, atom 16 (H): 0.419, atom 17 (H): 0.324, atom 18 (H): 0.286, atom 19 (H): 0.397

---

No. 2
ORCA calculation (wB97M-V/def2-TZVPD) on C6H13BMgNNbO3P as an isolated structure in a non-equilibrium geometry.

Charge ... +1
Spin multiplicity ... 1
HOMO energy ... -10.56 eV
Lowest unoccupied orbital energy ... -7.9 eV

```
27
Properties=species:S:1:pos:R:3:forces:R:3
N -1.20557 -3.59705 -0.28724 -0.9 3.9 0.3
Nb -0.68681 -1.53106 0.06824 -1.7 -5.7 1.2
P 1.75178 -2.33385 0.37840 1.5 -2.9 1.6
O 1.75641 -3.78511 1.02474 -0.5 3.6 -1.5
B -0.39942 -1.10315 -2.15559 1.0 1.5 -5.2
O 0.64172 -1.67533 -3.03793 -2.3 3.1 1.3
O -1.38430 -0.17037 -2.80688 0.7 -2.5 2.0
C -0.02375 0.64132 0.54812 1.1 3.4 0.1
C -1.10094 1.76316 1.16271 4.1 2.6 -0.5
C -0.57693 3.30745 1.51863 2.9 -1.4 -1.3
C 0.98980 3.75077 1.28270 -1.2 -3.4 -0.9
C 2.08041 2.67814 0.67031 -4.2 -2.1 0.2
C 1.54705 1.14234 0.29510 -1.3 3.8 1.7
H -1.64857 -4.01822 0.55903 0.6 -0.1 -1.0
H -1.78482 -3.72739 -1.14559 0.6 -0.5 0.9
H -0.94855 -1.77050 1.87475 0.1 0.8 0.4
H -2.45234 -1.04481 -0.01886 0.0 0.9 0.1
H 2.33941 -1.39820 1.32235 0.1 -0.4 -0.8
H 2.51403 -2.27326 -0.84501 -0.1 0.2 0.7
H 0.73234 -1.03891 -3.81736 -0.3 -1.4 1.1
H -2.27345 -0.29404 -2.36184 1.5 0.4 -0.6
H -2.24438 1.52617 1.35259 3.6 -1.5 1.3
H -1.30340 4.14190 1.94052 1.6 -1.9 -0.8
H 1.40841 4.83789 1.52954 -1.4 -2.6 -0.4
H 3.22021 2.97555 0.47766 -2.9 -0.7 0.5
H 2.38283 0.43299 -0.16787 -2.3 1.5 1.1
Mg -3.33118 2.56359 0.63879 -0.5 1.2 -1.3
```
Positions in Å, forces in eV/Å.

Charges computed using Mulliken, reported in e: atom 1 (N): -0.717, atom 2 (Nb): -0.472, atom 3 (P): 0.305, atom 4 (O): -0.543, atom 5 (B): 0.746, atom 6 (O): -0.484, atom 7 (O): -0.544, atom 8 (C): 0.680, atom 9 (C): 0.279, atom 10 (C): -0.570, atom 11 (C): -0.472, atom 12 (C): -0.345, atom 13 (C): -0.203, atom 14 (H): 0.249, atom 15 (H): 0.242, atom 16 (H): 0.141, atom 17 (H): -0.071, atom 18 (H): 0.094, atom 19 (H): 0.073, atom 20 (H): 0.315, atom 21 (H): 0.269, atom 22 (H): 0.390, atom 23 (H): 0.070, atom 24 (H): 0.307, atom 25 (H): 0.315, atom 26 (H): 0.236, atom 27 (Mg): 0.710

---

No. 3
ORCA calculation (wB97M-V/def2-TZVPD) on an isolated ion of composition C6H13Br2N2 and charge +1 in a non-equilibrium geometry.

SMILES string ... N[C@H]1[C@@H]([NH3+])[C@H](Br)CC[C@@H]1Br
Charge ... +1
Spin multiplicity ... 1
Energy above the lowest of the compared OMol25 structures with the same formula, charge and spin ... 1.7542 eV
HOMO energy ... -13.79 eV
Lowest unoccupied orbital energy ... -3.0 eV

```
23
Properties=species:S:1:pos:R:3:forces:R:3
N 0.82427 -0.92364 1.56450 1.2 0.9 -3.4
C -0.42431 -0.80304 0.82755 0.6 0.2 -2.6
C -0.67399 0.69433 0.60256 4.0 2.1 -1.9
N -0.09249 1.36963 1.83537 -0.1 0.9 -0.4
C 0.32658 1.15818 -0.49246 3.7 1.1 -0.4
Br 0.27660 3.22355 -0.71209 -0.2 -1.5 0.3
C 0.27305 0.55154 -1.88472 -2.3 -2.8 2.2
C 0.21265 -1.00914 -1.73320 -0.1 0.0 2.7
C -0.61578 -1.57892 -0.58685 -0.7 5.7 1.5
Br -2.49315 -1.40171 -0.95571 -0.8 0.0 -0.2
H 0.87268 -1.57172 2.28932 -0.1 -1.5 1.2
H 1.56663 -1.09664 0.84977 -0.4 0.0 1.3
H -1.22150 -1.09778 1.36804 -2.4 -1.5 2.3
H -1.58491 1.09033 0.20296 -1.1 -0.2 0.9
H 0.56314 2.18983 1.76881 -1.4 -0.3 -0.9
H 0.64694 0.58635 2.02101 -0.9 -0.5 1.2
H -0.88879 1.63633 2.41138 0.6 -0.4 0.9
H 1.49603 1.02952 -0.17320 -2.9 0.2 -0.2
H 1.09991 0.75241 -2.45105 2.1 1.0 -1.3
H -0.59907 0.84932 -2.40956 -0.9 0.5 -0.5
H -0.18368 -1.58887 -2.49722 -0.2 -0.3 -2.4
H 1.10989 -1.50747 -1.42487 1.6 0.4 -0.6
H -0.49070 -2.55238 -0.42034 0.8 -3.9 0.4
```
Positions in Å, forces in eV/Å.

Charges computed using Mulliken, reported in e: atom 1 (N): -0.514, atom 2 (C): -0.677, atom 3 (C): -0.392, atom 4 (N): -0.171, atom 5 (C): -0.492, atom 6 (Br): -0.087, atom 7 (C): -0.998, atom 8 (C): -0.913, atom 9 (C): -0.534, atom 10 (Br): -0.057, atom 11 (H): 0.234, atom 12 (H): 0.307, atom 13 (H): 0.640, atom 14 (H): 0.529, atom 15 (H): 0.351, atom 16 (H): 0.457, atom 17 (H): 0.334, atom 18 (H): 0.396, atom 19 (H): 0.538, atom 20 (H): 0.456, atom 21 (H): 0.505, atom 22 (H): 0.405, atom 23 (H): 0.683

---

No. 4
ORCA calculation (wB97M-V/def2-TZVPD) on a 2-piece molecular cluster, C6H13BrNO3S overall in a non-equilibrium geometry.

Charge ... -1
Spin multiplicity ... 3
HOMO energy (spin up / spin down) ... -1.54 / -4.94 eV
Lowest unoccupied orbital energy (spin up / spin down) ... 2.8 / 1.3 eV

```
25
Properties=species:S:1:pos:R:3:forces:R:3
C 0.16806 -1.27540 0.98981 -2.0 0.7 -3.5
C 0.69803 -0.71289 -1.47847 3.0 3.2 3.1
C 2.39740 -1.80903 0.23094 1.6 3.8 0.0
C 0.77018 1.65581 0.45586 -8.2 9.7 1.6
C 1.26436 -0.82894 -0.00828 0.1 1.7 -0.9
C 1.65000 0.71829 0.29193 6.3 -10.8 -1.3
N -1.89640 1.34891 -0.94789 -0.7 0.8 0.5
O -3.00836 -0.36680 0.44000 -1.2 -1.3 0.5
O -2.18261 1.63252 1.51522 -0.4 0.6 0.2
O -4.25806 1.75279 0.02171 1.5 1.4 -2.0
S -2.74078 1.03300 0.33040 0.3 0.7 -1.4
Br 3.43262 1.18132 0.26110 0.5 0.2 0.2
H -0.79110 -0.68122 0.96404 1.2 -0.5 0.0
H 0.52587 -1.33596 1.94844 0.9 -0.3 2.4
H -0.09025 -2.25816 0.57490 -0.3 -0.1 0.6
H 1.38628 -0.09003 -2.06973 -0.1 -0.4 0.0
H 0.35225 -1.48675 -1.98988 -1.2 -4.0 -1.9
H -0.09856 -0.11469 -1.21383 -2.2 1.6 -0.5
H 3.15470 -1.97686 -0.50500 0.1 0.1 -1.0
H 2.06481 -2.69175 0.58781 -1.2 -3.0 1.1
H 2.93033 -1.26562 1.01195 0.4 -0.7 0.5
H -0.34089 1.68110 0.57797 1.5 -1.1 0.3
H 1.05736 2.70901 0.43569 0.3 -0.2 -0.5
H -4.02283 2.36839 -0.79919 -0.6 -1.9 2.7
H -2.42243 0.81293 -1.62551 0.2 -0.3 -0.7
```
Positions in Å, forces in eV/Å.

Charges computed using Mulliken, reported in e: atom 1 (C): -1.415, atom 2 (C): -1.472, atom 3 (C): -1.871, atom 4 (C): -1.553, atom 5 (C): 2.053, atom 6 (C): 0.525, atom 7 (N): -0.813, atom 8 (O): -0.650, atom 9 (O): -0.648, atom 10 (O): -0.594, atom 11 (S): 1.118, atom 12 (Br): -0.199, atom 13 (H): 0.136, atom 14 (H): 0.435, atom 15 (H): 0.429, atom 16 (H): 0.300, atom 17 (H): 0.562, atom 18 (H): 0.309, atom 19 (H): 0.373, atom 20 (H): 0.456, atom 21 (H): 0.458, atom 22 (H): 0.354, atom 23 (H): 0.168, atom 24 (H): 0.355, atom 25 (H): 0.184

---

No. 5
ORCA calculation (wB97M-V/def2-TZVPD) on a single C6H13ClN2 molecule in a non-equilibrium geometry.

Spin multiplicity ... 1
Energy above the lowest of the compared OMol25 structures with the same formula, charge and spin ... 2.6748 eV
HOMO energy (spin up / spin down) ... -6.79 / -6.88 eV
Lowest unoccupied orbital energy (spin up / spin down) ... 0.6 / 0.6 eV

```
22
Properties=species:S:1:pos:R:3:forces:R:3
C 1.36809 1.24591 -0.39199 -2.4 0.4 -2.5
C 1.46491 0.00547 -1.16886 1.6 -1.5 2.6
C -1.17300 1.10241 -0.57130 1.4 -0.8 -1.5
C 2.34409 -1.14526 -0.45076 0.3 3.6 1.2
C -2.10702 1.72541 0.39827 2.5 -0.2 2.5
C -0.99472 -1.11155 0.50294 2.0 -3.0 -1.6
N 0.14916 -0.72821 -1.42171 -1.0 1.8 -2.9
N -0.83484 -0.22999 -0.60938 -2.1 0.3 0.3
Cl 1.78160 2.78875 -1.11992 0.2 0.2 -0.5
H 1.74606 1.27249 0.55692 0.7 -0.3 2.4
H 2.01684 0.08792 -2.07407 -0.3 0.5 -1.2
H -1.40892 1.55873 -1.55476 1.3 -0.4 0.1
H 3.37938 -0.76857 -0.61407 -0.4 -1.1 -0.2
H 1.98513 -2.01530 -0.93463 0.5 -1.2 -0.1
H 2.26449 -1.12670 0.67932 -0.4 -0.4 -1.3
H -3.09470 1.95260 0.03152 -0.4 -0.4 0.0
H -1.63076 2.68679 0.69411 -0.4 -0.3 -0.4
H -1.96479 1.14793 1.35019 -1.2 0.5 -0.6
H -1.69398 -0.82203 1.19250 -2.1 0.6 1.3
H -1.20905 -2.13744 0.00329 0.0 1.6 1.3
H -0.05286 -1.27379 1.07006 -0.2 0.3 -0.4
H -0.11738 -0.46355 -2.41120 0.3 -0.4 1.4
```
Positions in Å, forces in eV/Å.

Charges computed using Mulliken, reported in e: atom 1 (C): -0.560, atom 2 (C): -0.038, atom 3 (C): 0.255, atom 4 (C): -1.454, atom 5 (C): -1.113, atom 6 (C): -0.862, atom 7 (N): -0.717, atom 8 (N): 0.301, atom 9 (Cl): -0.238, atom 10 (H): 0.438, atom 11 (H): 0.582, atom 12 (H): 0.239, atom 13 (H): 0.425, atom 14 (H): 0.395, atom 15 (H): 0.273, atom 16 (H): 0.293, atom 17 (H): 0.308, atom 18 (H): 0.282, atom 19 (H): 0.483, atom 20 (H): 0.243, atom 21 (H): 0.190, atom 22 (H): 0.277

---

No. 6
ORCA calculation (wB97M-V/def2-TZVPD) on an isolated ion of composition C6H13F2N3O4P and charge +1 in a non-equilibrium geometry.

SMILES string ... CC[C@H](F)N1CO[C@H](F)N/C1=[NH+]/P(=O)(O)O
Charge ... +1
Spin multiplicity ... 1
HOMO energy ... -14.64 eV
Lowest unoccupied orbital energy ... -5.2 eV

```
29
Properties=species:S:1:pos:R:3:forces:R:3
C -0.06262 2.49331 2.76349 0.3 -0.9 -0.2
C -0.81880 1.44807 1.91027 0.1 1.2 -0.2
C 0.00774 1.20825 0.64579 0.0 0.2 1.8
F -0.17174 2.31385 -0.18669 0.1 -0.3 -0.4
N -0.31574 -0.05108 0.00026 -0.2 0.1 -0.6
C -1.56373 -0.01113 -0.82144 -0.7 -1.0 0.6
O -1.21923 -0.29499 -2.16328 0.0 -0.2 -0.4
C -0.29255 0.61161 -2.67024 0.1 1.3 0.3
F -0.08311 0.40698 -3.96194 -0.3 -0.5 -0.4
N 1.00367 0.39053 -1.97373 -0.4 -0.5 0.2
C 0.67612 -0.45387 -0.89176 0.6 1.6 -0.8
N 1.27679 -1.57900 -0.81347 0.1 -1.3 0.7
P 0.89154 -2.72304 0.49348 -0.9 -1.7 0.6
O 0.95203 -2.13225 1.78881 0.4 0.8 1.1
O -0.56462 -3.26045 0.10803 1.0 0.8 -1.0
O 1.88481 -3.94225 0.26649 -0.2 1.2 -1.1
H 0.84337 2.00246 3.13213 0.0 0.2 0.3
H 0.25377 3.33213 2.14430 -0.2 0.1 0.1
H -0.66432 2.82947 3.60229 0.0 0.1 0.0
H -1.74966 1.94124 1.61266 -0.2 -0.5 -0.1
H -1.00278 0.52777 2.45898 0.0 0.0 -0.1
H 1.05747 1.22983 0.95722 0.1 -0.3 -0.3
H -2.18977 -0.83799 -0.48901 0.0 0.0 -0.2
H -2.14766 0.89937 -0.67696 0.5 0.3 -0.2
H -0.66944 1.63079 -2.53755 0.2 0.0 0.0
H 1.38652 1.27506 -1.64164 0.1 0.0 -0.1
H 1.97776 -1.83030 -1.50800 0.0 0.5 -0.1
H -0.63923 -3.28540 -0.86300 -0.6 -0.4 0.2
H 1.94342 -4.13895 -0.68550 0.3 -0.7 0.3
```
Positions in Å, forces in eV/Å.

Charges computed using Mulliken, reported in e: atom 1 (C): -1.320, atom 2 (C): -0.278, atom 3 (C): -0.215, atom 4 (F): -0.367, atom 5 (N): 0.385, atom 6 (C): -0.504, atom 7 (O): -0.405, atom 8 (C): 0.276, atom 9 (F): -0.247, atom 10 (N): -0.462, atom 11 (C): -0.007, atom 12 (N): -0.080, atom 13 (P): 0.959, atom 14 (O): -0.496, atom 15 (O): -0.433, atom 16 (O): -0.483, atom 17 (H): 0.334, atom 18 (H): 0.319, atom 19 (H): 0.409, atom 20 (H): 0.367, atom 21 (H): 0.356, atom 22 (H): 0.444, atom 23 (H): 0.331, atom 24 (H): 0.356, atom 25 (H): 0.324, atom 26 (H): 0.342, atom 27 (H): 0.385, atom 28 (H): 0.376, atom 29 (H): 0.334

---

| no. | total energy (a.u.) |
| --- | --- |
| 1 | -525.1057 |
| 2 | -1139.3049 |
| 3 | -5493.6679 |
| 4 | -3488.8984 |
| 5 | -805.9327 |
| 6 | -1242.5609 |